Entry 1:
{"formula": "CHClFNS", "method": "the ωB97M-V functional and the def2-TZVPD basis", "relative_energy_kcal_mol": 43.7, "lumo_ev": -0.60, "homo_energy_ev": -9.101, "gap_ha": 0.313, "species": ["C", "N", "F", "S", "Cl", "H"], "xyz": [[-0.673331, 0.211080, -0.647494], [0.432230, -0.502962, 0.684271], [0.088980, 0.218593, -1.697073], [-2.042965, 0.911082, -0.351705], [2.080230, -0.696560, 0.440788], [0.114856, -0.141234, 1.571211]], "forces_ev_per_a": [[4.14, -0.46, 3.32], [-3.74, 0.40, -3.27], [-0.42, -0.44, -0.03], [-0.31, -0.43, 0.01], [-0.11, 0.49, -0.07], [0.43, 0.44, 0.04]], "lowdin_charge": [-0.82, -0.54, 0.03, 0.79, 0.53, 0.01]}

***

Entry 2:
{"formula": "C15H16ClIrN", "method": "the ωB97M-V functional and the def2-TZVPD basis", "lumo_ev": [0.73, -2.88], "spin_multiplicity": 6, "homo_energy_ev": [-4.917, -7.962], "gap_ha": [0.208, 0.187], "species": ["C", "C", "C", "C", "C", "Ir", "C", "C", "C", "N", "H", "H", "H", "H", "H", "H", "H", "H", "H", "H", "Cl", "C", "C", "C", "C", "C", "C", "C", "H", "H", "H", "H", "H", "H"], "xyz": [[1.110717, -1.619698, -3.558288], [-0.304519, -1.509847, -3.825651], [-1.024121, -1.893112, -2.621207], [-0.033637, -2.206873, -1.614644], [1.273613, -2.056884, -2.202604], [0.013148, -0.088453, -2.296733], [-1.087585, 1.558266, -1.911146], [0.304754, 2.104257, -2.283236], [0.627609, 2.842133, -3.462897], [1.286934, 1.341205, -1.749948], [-2.098911, -1.909115, -2.500878], [-0.744902, -1.223023, -4.775484], [-0.261073, -2.514667, -0.590976], [2.233897, -2.261345, -1.726023], [1.887842, -1.453923, -4.299157], [-1.813518, 1.730265, -2.667436], [1.961819, 1.450232, -1.008904], [-1.363181, 1.689226, -0.855837], [-0.150625, 3.429377, -3.937214], [1.617346, 2.618510, -3.904785], [-0.608170, 2.484129, 2.313470], [-0.400864, 1.160014, 3.375104], [-0.361928, 1.371769, 4.716971], [-0.197007, 0.275707, 5.593560], [-0.073612, -1.038656, 5.101358], [-0.105480, -1.267582, 3.745622], [-0.274769, -0.174980, 2.794247], [-0.296738, -0.431440, 1.444423], [-0.458682, 2.369615, 5.104022], [-0.164767, 0.459532, 6.683721], [0.045226, -1.876258, 5.770321], [-0.008154, -2.264563, 3.313731], [-0.138912, -1.456335, 1.115899], [-0.391744, 0.362516, 0.720604]], "forces_ev_per_a": [[-0.74, -0.47, -0.13], [-0.42, -0.80, -0.31], [0.12, -0.39, -0.41], [0.03, -0.87, -0.25], [-1.01, 0.13, -0.24], [3.95, 0.87, 1.40], [1.24, 1.50, 0.17], [-1.13, -0.33, -1.01], [-0.11, -0.43, 0.34], [0.00, -0.48, 1.04], [0.18, -0.26, -0.01], [0.10, -0.26, 0.21], [0.21, 0.08, -0.62], [-0.46, 0.34, -0.02], [-0.14, 0.10, 0.37], [-0.96, 0.60, -0.12], [-0.28, 0.07, -0.14], [-0.11, -0.06, -0.46], [0.30, -0.04, -0.25], [-0.76, 0.63, 0.24], [0.02, 0.00, 0.30], [-0.10, -2.23, -6.73], [0.29, 0.07, 6.37], [0.05, -0.36, 0.09], [-0.04, 2.22, 4.95], [-0.25, -0.09, -5.98], [0.06, 0.02, 1.28], [0.19, -0.13, 0.20], [0.00, 0.13, 0.16], [-0.04, -0.14, -0.82], [0.00, 0.09, 0.24], [-0.02, 0.28, 0.24], [-0.12, 0.37, 0.01], [-0.02, -0.18, -0.11]], "mulliken_spin": [0.13, 0.00, 0.00, 0.18, 0.01, 0.80, 0.01, -0.03, 0.65, 0.20, 0.00, 0.00, 0.00, 0.00, 0.01, 0.00, 0.01, 0.02, 0.01, 0.01, 0.12, 0.53, 0.54, 0.01, 0.54, 0.61, -0.05, 0.39, 0.04, 0.01, 0.04, 0.03, 0.02, 0.16]}

***

Entry 3:
{"formula": "C20H39N3O2", "method": "the ωB97M-V functional and the def2-TZVPD basis", "relative_energy_kcal_mol": 5.7, "lumo_ev": 0.70, "homo_energy_ev": -8.622, "smiles": "CCCCN(C)CCNC(=O)[C@H](NC(=O)[C@H]1CC[C@H](C)CC1)C(C)C", "gap_ha": 0.342, "species": ["C", "C", "C", "C", "N", "C", "C", "C", "N", "C", "O", "C", "N", "C", "O", "C", "C", "C", "C", "C", "C", "C", "C", "C", "C", "H", "H", "H", "H", "H", "H", "H", "H", "H", "H", "H", "H", "H", "H", "H", "H", "H", "H", "H", "H", "H", "H", "H", "H", "H", "H", "H", "H", "H", "H", "H", "H", "H", "H", "H", "H", "H", "H", "H"], "xyz": [[-0.330744, -2.789255, -2.108603], [-1.439133, -3.006405, -1.086701], [-2.755562, -2.366902, -1.520919], [-3.862126, -2.615743, -0.494293], [-3.628910, -1.848065, 0.723895], [-3.976569, -2.583822, 1.921187], [-4.266029, -0.541174, 0.691768], [-3.464696, 0.498130, 1.479660], [-2.268921, 0.885451, 0.769390], [-2.055235, 2.153550, 0.365161], [-2.804287, 3.067319, 0.644365], [-0.768928, 2.305010, -0.459525], [0.308690, 1.574797, 0.179237], [1.044640, 0.645977, -0.475382], [0.757939, 0.264818, -1.591981], [2.250589, 0.147265, 0.303809], [3.440674, 1.052296, -0.041617], [4.705160, 0.573241, 0.663787], [5.032279, -0.870186, 0.280488], [6.302584, -1.344869, 0.979966], [3.845930, -1.768931, 0.629889], [2.573593, -1.299372, -0.066393], [-0.355452, 3.761549, -0.752608], [-0.170828, 4.579771, 0.523774], [-1.371106, 4.428258, -1.676340], [0.567963, -3.326907, -1.814329], [-0.084221, -1.734417, -2.195073], [-0.640480, -3.153536, -3.085969], [-1.144555, -2.588327, -0.121894], [-1.597796, -4.079325, -0.947127], [-3.063210, -2.788222, -2.480398], [-2.611251, -1.293872, -1.658573], [-3.864859, -3.678939, -0.243072], [-4.844664, -2.381255, -0.932429], [-5.044373, -2.852345, 1.962187], [-3.743817, -1.983540, 2.799127], [-3.383482, -3.495874, 1.965864], [-4.327054, -0.201948, -0.344383], [-5.291734, -0.584624, 1.095391], [-4.056127, 1.406693, 1.614264], [-3.191525, 0.102150, 2.462363], [-1.679264, 0.137702, 0.436898], [-0.933659, 1.796578, -1.419783], [0.612855, 1.909976, 1.079094], [2.047434, 0.215199, 1.378509], [3.593307, 1.029980, -1.122770], [3.221071, 2.084321, 0.244879], [5.539624, 1.225520, 0.397632], [4.565445, 0.635193, 1.746234], [5.191873, -0.912653, -0.802617], [6.538793, -2.366591, 0.691646], [7.145610, -0.710184, 0.716104], [6.176486, -1.314745, 2.060500], [4.063489, -2.797545, 0.335494], [3.694988, -1.758070, 1.712743], [2.692194, -1.361077, -1.149249], [1.736071, -1.942299, 0.211937], [0.608186, 3.705050, -1.276082], [0.136949, 5.591461, 0.270485], [0.594053, 4.148550, 1.167698], [-1.107235, 4.630661, 1.071162], [-1.043552, 5.434251, -1.927308], [-2.336221, 4.488565, -1.182723], [-1.480876, 3.861713, -2.598433]], "forces_ev_per_a": [[-0.11, -0.04, 0.17], [-0.02, 0.14, -0.29], [-0.08, -0.35, 0.33], [0.15, 0.14, -0.30], [0.03, 0.02, -0.05], [0.04, 0.02, 0.01], [0.13, 0.22, 0.25], [-0.35, 0.00, -0.10], [-0.16, -0.48, 0.08], [0.37, -0.26, -0.08], [-0.22, 0.36, -0.03], [0.19, 0.30, -0.30], [-0.25, 0.32, 0.13], [0.16, -0.05, 0.59], [0.05, -0.11, -0.41], [0.06, -0.10, -0.52], [0.05, 0.05, 0.33], [-0.03, -0.06, -0.40], [0.09, -0.04, 0.46], [-0.18, 0.07, -0.25], [0.01, 0.11, -0.36], [-0.06, 0.02, 0.27], [-0.29, -0.04, 0.06], [0.00, -0.12, -0.16], [0.12, -0.06, 0.09], [0.15, -0.02, -0.04], [0.06, 0.04, -0.05], [0.00, -0.07, -0.14], [0.00, -0.05, 0.10], [-0.04, -0.03, 0.10], [0.01, 0.05, -0.10], [-0.04, 0.13, -0.09], [-0.04, 0.00, 0.00], [-0.01, -0.06, 0.10], [-0.01, 0.00, 0.01], [-0.01, -0.03, 0.10], [-0.01, -0.05, 0.07], [-0.04, 0.01, 0.03], [0.00, -0.04, -0.07], [0.07, -0.14, 0.07], [-0.11, 0.05, -0.01], [0.11, 0.10, 0.02], [-0.01, 0.07, 0.18], [0.09, -0.15, -0.02], [-0.01, 0.03, 0.00], [-0.03, 0.04, -0.07], [-0.01, 0.03, -0.07], [0.05, 0.03, 0.07], [0.05, 0.01, 0.10], [-0.03, 0.01, -0.04], [0.08, -0.12, 0.01], [0.14, 0.04, 0.01], [0.00, 0.00, 0.15], [0.01, -0.06, 0.07], [0.05, -0.04, 0.11], [-0.06, -0.02, -0.03], [-0.05, -0.04, -0.09], [-0.11, -0.09, 0.05], [0.09, 0.10, 0.02], [0.13, 0.02, 0.13], [-0.04, 0.05, 0.07], [0.02, 0.11, -0.08], [-0.09, 0.05, -0.02], [-0.04, -0.03, -0.15]], "lowdin_charge": [-0.11, -0.27, -0.20, -0.22, -0.23, -0.09, -0.19, -0.15, 0.08, -0.43, 0.06, -0.20, 0.11, -0.46, 0.06, -0.24, -0.15, -0.17, -0.39, -0.08, -0.17, -0.15, -0.36, -0.06, -0.06, 0.07, 0.04, 0.07, 0.10, 0.11, 0.11, 0.11, 0.11, 0.12, 0.09, 0.07, 0.09, 0.12, 0.12, 0.12, 0.11, 0.13, 0.16, 0.14, 0.15, 0.13, 0.12, 0.12, 0.12, 0.14, 0.08, 0.07, 0.08, 0.12, 0.12, 0.12, 0.11, 0.14, 0.08, 0.07, 0.07, 0.08, 0.07, 0.08]}

***

The calculation returns the following max |F| values, one per record and in order: 0.1037, 0.1380, 0.0119 Eh/bohr.